A cluster of 13 separate species, C68H162O10 in total in a non-equilibrium geometry, computed with the ωB97M-V functional and the def2-TZVPD basis.

XYZ file:
```
240
Properties=species:S:1:pos:R:3:forces:R:3:lowdin_charge:R:1
C 5.29250 5.47793 -1.06410 1.847 -1.388 -1.694 -0.243
C 2.31453 3.16347 3.38186 0.126 1.641 -0.504 -0.086
O -1.73869 3.49909 -0.32852 -2.296 0.039 -1.139 -0.216
H 2.71779 -4.35080 -3.12769 -0.787 0.261 0.392 0.084
C 6.66498 -1.39327 3.20968 -0.515 1.259 -0.937 -0.092
C -1.99161 4.82832 -0.78960 1.246 -0.178 -0.074 -0.131
C 3.19308 4.46460 3.65008 -0.478 0.615 -3.173 -0.208
H 2.15186 2.87470 2.31117 0.632 0.412 0.751 0.080
C 1.37104 -2.54138 -3.07500 0.075 -1.542 1.046 -0.081
H -5.81466 -5.61784 3.17434 2.005 0.039 -0.569 0.105
H -2.61760 3.96027 6.94516 0.374 0.295 0.665 0.107
O -0.63483 2.93147 -5.92672 1.840 0.844 0.310 -0.198
H 4.15668 -3.51826 0.85640 -0.647 -0.735 0.469 0.067
H -3.95342 -1.17503 0.82740 0.432 -1.090 0.457 0.082
H -5.80814 -1.36788 -0.88925 -0.161 0.633 0.166 0.083
H 4.69878 -1.58150 -4.30746 -0.925 0.025 -0.611 0.092
H 2.75303 -4.26810 0.12953 -0.266 0.200 0.779 0.058
H 5.90539 4.01700 4.25363 0.246 -0.428 -0.772 0.121
H 1.27405 2.09712 -5.90213 -0.784 -0.173 -0.444 0.094
C -4.90421 3.13806 1.00004 1.007 1.227 -0.392 -0.101
H -6.07309 -3.71566 -4.83792 -0.460 0.830 0.015 0.113
H -4.52415 -3.89913 5.03167 -0.809 -0.283 0.825 0.113
H -5.00614 2.79662 -3.75728 -1.004 -0.078 -0.032 0.073
H 6.52878 -4.03752 -4.28574 0.293 -0.203 0.276 0.071
C 1.39048 -6.59484 1.65096 -1.121 0.299 0.399 -0.238
C -4.32337 -0.33451 0.29589 0.779 1.663 0.201 -0.271
H 4.60977 -0.98541 2.67047 0.312 0.618 0.349 0.102
H 2.27803 -0.32028 3.62894 -0.532 -0.118 -0.027 0.111
H -4.77904 6.58241 -2.74454 0.062 0.006 -0.691 0.078
H -3.39429 -0.72042 -1.60022 0.433 -0.285 0.015 0.098
H -3.82851 2.94246 0.95145 -0.234 -0.505 0.079 0.083
C -1.34703 5.10751 -2.23214 -0.624 0.011 2.751 -0.177
H -1.60243 5.61172 -0.05026 -0.258 -0.960 -0.910 0.148
C 2.07526 -0.71912 4.63866 1.278 -0.390 -1.815 -0.295
H 4.69830 -0.08221 -2.32821 -1.165 0.343 0.036 0.095
H 3.97380 3.42578 -3.50809 -0.659 -0.248 -0.385 0.075
C 4.78648 3.73251 -4.15678 1.738 -0.746 2.621 -0.089
C -3.99052 2.86229 -3.42008 0.127 1.232 0.360 -0.118
C 0.57631 5.66321 -3.38404 0.667 0.255 1.552 -0.084
H -1.22707 -6.97432 -2.68289 -0.099 -0.165 0.319 0.115
C -5.78341 6.94401 -2.54540 -0.523 0.423 1.537 -0.080
C 0.72438 -4.92792 -2.31729 0.635 -1.522 -1.349 -0.224
H -1.17128 -6.30861 -1.02567 -0.592 -0.166 -0.298 0.098
H -3.39539 -3.98437 2.19197 0.105 0.304 0.515 0.103
H 4.87722 -4.17096 -3.62877 0.108 0.060 -0.084 0.054
O -6.27223 6.25357 -1.40903 -0.417 0.404 -0.287 -0.189
C -2.49344 -2.07446 5.72727 -0.003 0.387 -0.717 -0.257
H 1.29917 3.24018 3.78346 0.183 0.187 0.243 0.050
H -1.23349 -3.83983 5.62208 0.170 0.399 0.150 0.065
H -1.78990 1.68576 6.15866 -1.181 0.082 -0.597 0.139
C 5.55662 -2.12703 -3.97533 -0.861 -0.776 1.123 -0.270
H -0.03291 6.35085 -3.93807 0.033 0.383 -0.843 0.085
H 4.54310 1.19546 0.37592 -0.025 0.097 0.044 0.076
H -1.80379 -6.62599 2.74317 -0.959 0.015 0.502 0.050
H 6.38003 -1.58009 -4.37044 0.978 0.109 -0.534 0.100
C 2.07098 -5.77630 2.73691 -0.615 2.384 -0.921 -0.214
C 4.50174 4.54959 2.73873 -0.676 -2.425 0.660 -0.216
C -4.19524 -4.07551 2.94781 0.678 -2.076 -0.605 -0.276
H 1.23946 -6.03043 0.71951 0.092 0.281 0.285 0.103
H 2.83101 2.40007 3.91718 0.198 -1.031 0.143 0.027
C 5.65169 3.63486 3.22902 -0.985 -0.925 0.809 -0.220
H 5.44736 2.85059 -4.30666 -0.381 0.320 -0.160 0.086
C -3.26959 -2.32103 4.40346 -0.280 0.588 2.153 -0.213
H 0.16091 -7.67065 3.06481 0.148 0.016 -1.005 0.123
H 7.84440 5.23918 3.37280 -0.057 -0.422 -0.176 0.086
H 1.11127 0.01510 6.44540 -0.075 0.347 -1.180 0.108
C -3.29337 0.03291 -0.81480 -1.204 -0.910 1.157 -0.168
H 6.54724 -2.45656 -2.18355 -0.293 -0.091 0.376 0.117
H -3.19985 -5.73822 -3.26723 -0.393 -0.088 -0.475 0.052
C -0.52913 3.29116 0.23064 1.634 0.716 1.821 -0.147
H -3.96105 3.36924 -6.03279 1.043 0.466 -0.069 0.140
H -3.26485 -3.36772 -6.00907 0.204 -0.471 0.082 0.110
H -6.33835 -0.80607 0.71211 -0.319 -0.275 0.277 0.066
C 7.63840 4.85901 2.36148 1.010 -0.451 0.190 -0.110
H -4.91693 -3.36269 2.68815 -1.376 0.952 -0.682 0.081
H 5.25975 2.57851 3.39753 0.281 1.196 -0.264 0.099
H 7.36501 -1.35150 4.02525 0.241 0.281 0.509 0.060
C 4.59702 -1.37954 4.76073 0.393 -1.034 0.408 -0.241
C -3.00740 -5.87540 -2.21845 -0.588 0.471 1.250 -0.120
H 6.68286 -2.40684 2.86179 -0.515 -0.780 -0.059 0.056
H -6.24190 4.41079 -2.41045 -0.183 0.467 0.576 0.120
H -1.00581 -4.80212 -3.66542 0.101 0.188 0.921 0.133
H 0.22127 3.77736 -0.37075 0.782 0.224 0.018 0.080
H 4.73674 -2.61885 -1.93580 1.525 1.058 -1.252 0.142
H 2.00765 -7.40158 1.36707 1.203 -0.942 -0.236 0.096
C -6.78236 4.97759 -1.60528 0.268 -1.246 0.016 -0.229
H 3.98220 6.61763 0.52979 -0.242 -0.174 -0.542 0.086
H 2.73000 6.84763 -0.69086 -0.110 -0.712 -0.350 0.091
H 4.31076 -2.41913 4.59504 -0.088 -0.229 -0.265 0.112
H -1.22719 -4.09053 -2.00709 -0.063 0.755 -0.215 0.092
C 5.52909 0.73644 0.39206 0.682 -0.446 -0.638 -0.102
H 7.03814 5.56851 1.88353 -0.944 1.519 -0.626 0.026
H 1.07563 1.12853 4.96345 -0.106 0.287 0.353 0.054
H -6.50584 6.94593 -3.35319 0.169 -0.330 -0.523 0.088
H 4.84349 5.55816 2.79380 0.217 0.851 -0.414 0.085
C 6.86530 3.56395 2.29302 -0.438 -0.243 0.655 -0.270
O -1.74182 3.89165 5.06785 0.890 1.584 -0.226 -0.201
C 1.63921 -4.07699 -3.21315 -0.367 0.357 -0.818 -0.239
H -5.77514 -3.78385 -7.36720 0.136 0.249 0.162 0.105
H -3.35944 1.79147 6.96828 -0.183 -0.047 0.049 0.115
H 0.63479 4.69038 -3.80497 -0.295 -0.930 -0.875 0.068
C -1.01327 -6.16583 2.19870 -0.572 -0.229 -1.554 -0.112
H -3.80599 3.95021 -3.22825 0.006 -0.654 0.138 0.081
H 7.08787 -0.82069 2.34371 -0.189 -0.299 0.838 0.060
H -0.66429 -5.28869 2.72056 0.087 0.270 0.174 0.060
H -0.54983 3.72499 1.27090 0.508 -0.275 -0.587 0.108
H -1.93463 3.18658 -7.49250 -0.122 0.424 0.066 0.127
H -2.61493 4.26565 -5.10533 -0.345 -0.105 -0.427 0.121
H -1.55634 -2.40823 -4.85595 0.358 0.397 -0.374 0.066
H 7.44271 2.66929 2.51131 0.356 0.042 0.345 0.099
C -5.48628 -4.57900 -6.67270 -1.367 -1.118 -1.393 -0.277
C -2.16154 -1.80133 -4.17803 0.125 -1.450 -0.180 -0.098
H -2.46781 -0.98696 5.79678 0.614 0.114 0.356 0.079
H -2.90579 -4.41041 4.57226 0.012 -0.185 0.291 0.099
H -1.54917 -1.79361 -3.26958 -0.465 0.537 0.045 0.038
C 0.21470 1.78766 -6.04459 -0.560 0.435 0.971 -0.067
H -4.63366 -5.06001 -7.14016 0.447 -0.005 0.060 0.099
H 3.25882 -0.96863 6.33607 0.074 0.002 0.377 0.114
H 1.46291 -4.83656 3.04004 0.410 -1.834 0.045 0.131
H -0.63075 -2.53088 6.72440 -0.081 -0.255 -0.879 0.088
C 0.05885 -7.20644 2.04191 0.815 -0.312 1.256 -0.271
H 4.22592 4.22296 1.69359 0.224 0.684 0.920 0.107
H -4.10291 -2.17011 -3.33593 -0.302 -0.142 -0.049 0.098
O 3.99361 5.07261 -0.86147 -1.213 0.669 0.645 -0.193
H -6.98779 4.83765 0.55760 0.915 0.521 0.047 0.132
H 6.51056 3.37383 1.27813 -0.101 0.233 -0.145 0.080
H -2.54766 -2.05911 3.64706 0.082 -0.066 -0.779 0.094
H 8.56546 4.86204 1.79103 0.197 -0.232 0.077 0.074
H 7.01631 4.47817 -1.91877 -0.220 -0.115 -0.268 0.119
H -3.89146 2.30376 -2.46126 0.273 0.385 -1.030 0.080
H -3.08178 4.84529 -0.73378 0.038 0.483 -0.723 0.098
H -7.87189 4.89344 -1.87973 0.705 0.624 0.279 0.136
C -1.14028 -1.13432 0.17750 1.815 0.473 -2.792 -0.221
C -2.96665 1.05689 3.78954 -1.160 1.257 0.300 -0.082
H -6.88850 -5.79041 -7.84910 0.008 0.097 1.046 0.075
C -1.87149 2.77766 -6.47925 -1.832 -1.647 -0.067 -0.258
H -3.71164 0.52565 3.21559 -0.077 -0.330 -0.140 0.066
H -2.00029 5.88376 -2.59139 -0.075 0.794 -0.751 0.100
H -4.11967 -1.58692 4.35505 0.641 -0.739 -0.115 0.126
H -1.44642 4.24529 -2.89660 0.242 -0.189 0.183 0.111
H 6.26238 1.41723 -0.02436 0.015 0.416 -0.364 0.053
H 3.37517 4.56283 4.70197 0.382 -0.008 0.557 0.085
H -1.18737 5.66749 6.06241 0.278 -0.147 0.744 0.077
H -2.22005 5.87549 4.74814 -0.874 0.671 -0.820 0.070
C -2.94805 3.30341 -5.54361 -1.237 0.094 0.766 -0.173
H -3.56260 0.94164 -1.32665 -0.084 0.520 0.234 0.071
H -7.52417 -5.14372 -6.29281 -0.584 -0.378 0.302 0.053
H -7.20340 3.40150 -0.26949 0.047 -0.601 -0.153 0.114
H 3.58314 0.40773 5.34503 0.710 1.087 0.320 0.097
H 5.18793 -3.74170 -5.30851 -0.425 -0.405 -0.903 0.056
H 5.40121 -1.47002 5.49072 -0.176 0.208 0.594 0.112
O -5.17910 3.84169 -0.18032 -1.310 1.286 -0.715 -0.197
C 3.27432 6.06952 -0.14076 0.553 -0.604 2.397 -0.101
H 1.39398 -4.34679 -4.27139 0.133 0.184 0.589 0.111
C -1.91564 0.12739 -0.21537 1.214 0.643 0.352 -0.233
H -3.78694 4.00969 5.61502 0.975 -0.352 0.125 0.144
H 1.77665 -1.75113 4.47695 -0.209 -0.291 0.195 0.097
C 1.03822 0.10695 5.31890 -0.377 -0.610 1.019 -0.102
H -6.10037 0.41845 -0.49088 -0.247 -0.411 -0.501 0.070
H -3.11282 -3.57964 -3.51171 0.126 -0.749 0.227 0.047
C -6.55284 4.27799 -0.28166 -0.245 -1.536 -0.434 -0.191
C 5.55272 -0.58065 -1.92596 0.967 0.353 -0.325 -0.237
H -0.53139 -2.35080 4.89237 -0.058 -0.476 0.720 0.059
H 2.62076 -3.12988 1.62485 0.121 -0.931 -0.861 0.070
H -2.08454 0.45622 3.89433 0.630 -0.275 0.253 0.069
C -5.16228 -4.03551 -5.32178 -0.209 -0.058 0.301 -0.242
C -3.41839 -2.69033 -4.01211 -0.001 2.058 -0.045 -0.249
H -0.27356 2.24077 0.31349 -0.255 -0.176 -0.088 0.052
H -0.08752 1.18231 -5.17655 0.410 -0.553 -0.448 0.090
C -1.12759 -2.75008 5.74817 0.457 0.661 -0.308 -0.112
H 3.97691 -4.83817 2.92895 -0.192 0.212 -0.135 0.098
H -5.52661 2.27915 1.03189 -0.412 -1.073 0.436 0.065
H 0.11494 -0.35980 5.01866 -0.826 0.420 0.126 0.031
H 5.58985 3.40939 -1.75107 -0.140 -0.336 0.339 0.101
H -4.09857 -6.21549 3.28510 0.590 -0.790 0.412 0.033
H -1.54194 -1.77931 0.90604 -0.687 -0.393 1.261 0.070
C -6.67932 -5.62212 -6.75751 1.774 0.509 -0.974 -0.099
H 0.46810 0.24305 0.92994 -0.300 -0.512 0.420 0.049
C 5.53141 -3.62261 -4.30872 0.118 0.847 -0.240 -0.095
H 2.70007 5.47804 0.61720 -0.414 0.845 -0.974 0.088
H -2.95124 -2.41549 6.63470 -1.109 -0.217 0.301 0.098
C -1.38710 5.30542 5.06773 -0.257 -1.540 0.548 -0.065
H 5.88648 0.61435 1.42197 -0.521 -0.173 -0.190 0.029
C -3.73809 -3.75090 4.33650 1.130 0.269 -1.348 -0.234
H -0.50572 5.48614 4.47414 0.100 -0.267 -0.421 0.077
H -2.76936 1.98781 3.25102 0.386 -0.050 0.004 0.084
H -2.32053 -0.81245 -4.61450 -0.101 -0.089 0.273 0.072
H 5.26966 6.40919 -1.67005 0.604 -0.093 0.768 0.141
H 5.97342 5.45494 -0.15584 -1.097 0.647 -0.482 0.123
H -2.10337 1.69446 -6.59661 0.026 0.345 0.002 0.127
H 0.31037 -2.44379 -3.30391 -0.007 0.403 0.552 0.025
H 6.48948 -1.11309 -0.06636 -0.248 -0.287 -0.104 0.103
H 2.72340 5.43844 3.30159 -0.351 -1.254 0.696 0.101
H -4.91262 -4.84574 -4.65785 0.697 -0.601 0.231 0.097
C -5.72844 -0.55344 -0.14153 -0.378 0.014 -0.604 -0.111
H -0.14524 -8.00220 1.31474 -0.509 0.180 0.257 0.109
H 5.39985 0.30835 3.75040 -0.316 -1.132 -0.534 0.111
C 5.57680 -0.60623 -0.40071 -0.588 0.642 1.027 -0.250
H -5.76103 7.95506 -2.14707 0.472 0.333 -0.471 0.089
O -3.62148 1.35830 5.03278 0.742 -0.006 0.005 -0.186
H -1.26505 0.65119 -0.93007 -0.066 -0.115 -0.049 0.110
H -1.86914 0.80259 0.66918 -0.581 -0.246 -0.394 0.107
H 1.61398 5.97256 -3.24769 -0.162 0.452 -0.127 0.088
H 3.86511 -5.94949 1.62247 -0.043 0.079 0.011 0.107
C 3.29595 -5.14792 2.12092 2.181 -0.095 -0.319 -0.303
H -6.37001 -6.59577 -6.32981 -0.523 0.576 0.089 0.070
C 5.58791 -2.00237 -2.48055 -0.302 -0.571 1.847 -0.262
C -1.54297 -6.13217 -2.05441 1.461 -0.040 -0.138 -0.273
C -0.79237 -4.90809 -2.56374 0.594 -0.183 -1.192 -0.231
H 0.91210 -0.56144 -0.49834 -0.389 -0.673 0.584 0.067
H 1.14914 -5.96555 -2.33195 -0.653 0.453 -0.290 0.125
H -4.76715 -5.74724 1.70027 0.047 -0.253 0.243 0.061
C -4.71703 -5.52555 2.77209 -2.827 1.518 -0.032 -0.103
H -0.01247 1.28977 -6.99572 0.582 -0.102 0.218 0.088
H 1.66679 -2.14153 -2.04755 -0.513 -0.395 -1.453 0.084
H 0.85335 -1.53074 1.08520 -0.117 0.704 -0.628 0.059
H 6.36374 0.05215 -2.38230 -0.136 -0.705 0.663 0.127
H 4.67757 -1.15925 -0.04550 0.706 -0.164 -0.261 0.099
H -3.64009 -6.65363 -1.79548 -0.050 -0.156 -0.196 0.074
C -2.78489 3.59036 5.94967 -1.419 -1.355 -1.154 -0.228
H -1.41867 -5.87856 1.20357 0.198 0.119 0.591 0.074
C 3.40725 -0.64232 5.30978 0.036 -0.265 1.130 -0.240
O 5.51051 4.72496 -3.39321 0.492 0.054 0.547 -0.224
C 5.92168 4.40867 -1.98922 -0.609 1.258 -1.909 -0.135
H 4.48886 4.12056 -5.09986 -0.285 0.600 -0.561 0.069
C -4.05770 -2.99624 -5.35343 0.514 -0.359 -0.215 -0.218
H 1.86081 -2.05140 -3.88438 0.732 0.737 -0.318 0.047
C 0.36120 -0.74945 0.45635 -0.214 0.064 -0.006 -0.095
H -3.29532 -4.92832 -1.70546 0.145 -0.540 -0.289 0.086
H -4.31865 -2.10646 -5.92081 -0.576 0.425 0.338 0.117
C 5.25533 -0.80310 3.55772 0.846 0.580 -1.339 -0.264
C -2.86907 2.03342 6.02664 0.887 0.487 0.565 -0.199
H 2.41775 -6.35398 3.59546 -0.556 -0.072 0.039 0.116
H -1.06719 -1.76404 -0.75246 -0.287 0.224 0.676 0.097
O 0.00642 5.56624 -2.08440 -1.064 -0.586 -0.176 -0.202
C 3.16620 -3.98773 1.12149 0.231 1.231 0.223 -0.103
H 0.84767 -4.66743 -1.32091 0.447 0.823 2.137 0.055
O -3.16519 2.39827 -4.44603 1.547 -0.726 -0.343 -0.204
H -5.05728 3.79780 1.84119 -0.300 0.044 0.667 0.093
H -4.36699 0.47227 1.07221 0.378 -0.450 -0.664 0.080
```
Positions in Å, forces in eV/Å.

Results
Largest force on an atom (hartree/bohr): 0.0654
Spin multiplicity: 1
HOMO-LUMO gap (eV): 9.80
E_HOMO (eV): -9.128
M (g mol⁻¹): 1140.0
DFT total energy (hartree): -3440.06690
Relative energy (zero: lowest compared OMol25 entry of this formula, charge and spin) (kcal/mol): 3.3
Net charge: 0